[1]
This record from the OMol25 dataset describes a 8-piece molecular cluster, C34H56FN3O14P overall. The level of theory is ωB97M-V/def2-TZVPD.

```
109
Properties=species:S:1:pos:R:3:forces:R:3:lowdin_charge:R:1
C -0.0734 -1.2430 1.0512 -0.4 0.3 0.5 -0.271
P 1.6953 -0.8719 1.3017 0.6 0.0 -1.3 0.965
C 1.6813 0.8005 2.0590 0.2 -0.5 0.8 -0.258
C 2.1973 -2.0567 2.6532 -0.1 0.4 0.4 -0.455
C 2.6753 -3.3615 2.0631 0.1 0.0 0.1 -0.185
C 3.3078 -4.2886 3.1104 0.5 -0.1 -0.3 -0.114
N 3.8486 -3.5898 4.3144 -1.3 0.3 0.2 0.115
C 3.7273 -2.2521 4.4384 0.5 0.0 -0.6 -0.323
N 4.0690 -1.7300 5.6133 0.1 -0.3 0.2 0.127
F 3.9305 -0.3988 5.7973 0.0 0.0 0.0 0.052
N 3.3580 -1.4716 3.4177 -0.8 -0.2 0.6 0.120
H -0.4081 -2.1958 1.4663 0.2 -0.1 -0.1 0.051
H -0.2706 -1.2105 -0.0174 0.0 -0.2 0.0 -0.012
H -0.6781 -0.4598 1.5187 0.0 -0.1 0.1 0.040
H 0.7618 1.3030 1.7752 0.1 0.1 -0.2 0.016
H 2.5548 1.3363 1.7017 -0.1 0.2 0.0 0.001
H 1.6908 0.7738 3.1572 -0.1 0.1 0.0 0.050
H 1.3867 -2.2066 3.3799 0.0 -0.1 -0.1 0.134
H 1.8384 -3.8687 1.5841 0.1 -0.1 -0.1 0.126
H 3.4147 -3.1276 1.2977 -0.1 0.0 -0.1 0.111
H 4.1491 -4.8029 2.6488 0.0 -0.1 0.0 0.123
H 2.6265 -5.0628 3.4560 -0.1 0.2 0.1 0.126
H 3.5433 -4.0471 5.1668 0.5 -0.2 0.0 0.157
H 4.4830 -2.2180 6.3945 0.1 0.2 0.0 0.186
H 3.1797 -0.5151 3.7127 0.3 0.1 -0.2 0.102
O -0.4186 -1.5875 -2.1395 -0.1 0.2 -0.1 0.087
C -0.5950 -0.4565 -2.5147 0.0 -0.1 0.0 -0.481
O -0.8780 0.5372 -1.6480 0.0 0.0 0.1 -0.008
C -1.0909 1.7812 -2.3593 0.0 0.2 -0.1 -0.135
C -0.3691 1.5946 -3.6866 -0.1 0.0 0.1 -0.143
C -0.5293 0.0945 -3.9203 0.1 0.2 0.0 -0.058
H -2.1653 1.9250 -2.4717 0.0 -0.1 0.0 0.113
H -0.6819 2.5865 -1.7536 0.1 -0.1 0.1 0.115
H -0.7711 2.2175 -4.4806 0.0 0.0 0.0 0.121
H 0.6869 1.8346 -3.5794 0.0 0.0 0.0 0.102
H -1.4630 -0.1576 -4.4274 0.0 0.0 0.0 0.139
H 0.3055 -0.3507 -4.4566 -0.1 -0.1 0.0 0.119
O 1.7152 1.8726 -5.9103 0.1 0.0 0.0 0.105
C 1.2877 1.3394 -6.8944 0.0 0.0 0.1 -0.492
O 0.1307 1.7298 -7.4720 0.0 0.0 0.0 0.024
C -0.2009 0.8628 -8.5737 0.0 -0.1 -0.1 -0.145
C 1.1212 0.2295 -8.9916 0.1 0.0 0.0 -0.147
C 1.8710 0.1693 -7.6626 -0.1 0.1 -0.2 -0.072
H -0.9216 0.1229 -8.2194 0.0 0.0 0.0 0.127
H -0.6647 1.4639 -9.3509 0.0 0.1 0.0 0.127
H 0.9930 -0.7343 -9.4787 0.0 0.0 0.0 0.117
H 1.6462 0.8912 -9.6812 0.0 0.0 0.0 0.120
H 1.6530 -0.7447 -7.1060 0.0 0.0 0.0 0.128
H 2.9477 0.2798 -7.7564 0.0 -0.1 0.1 0.126
O -4.0269 0.5480 -1.8575 0.0 0.0 0.0 0.106
C -4.2455 -0.1910 -0.9375 0.1 0.0 0.0 -0.479
O -5.1470 0.0990 0.0198 0.0 0.1 0.0 0.028
C -5.1353 -0.9158 1.0497 0.1 0.0 0.1 -0.139
C -4.5418 -2.1473 0.3817 0.0 0.0 -0.1 -0.141
C -3.5884 -1.5215 -0.6355 -0.3 -0.2 0.1 -0.066
H -4.5126 -0.5548 1.8724 0.0 0.0 0.0 0.125
H -6.1458 -1.0572 1.4109 -0.1 0.0 0.0 0.105
H -4.0665 -2.8189 1.0932 0.0 0.0 0.0 0.117
H -5.3275 -2.7013 -0.1314 0.0 0.0 0.0 0.108
H -2.6059 -1.3139 -0.2127 0.1 0.0 -0.1 0.100
H -3.4672 -2.1045 -1.5443 0.1 0.1 0.0 0.130
O 2.4405 3.3665 -0.1492 0.0 0.0 0.0 0.110
C 3.4102 2.8665 -0.6465 -0.1 0.1 0.1 -0.477
O 4.1036 1.8971 0.0067 0.1 -0.1 0.0 -0.037
C 5.2654 1.5056 -0.7595 0.1 0.0 -0.1 -0.138
C 4.9483 1.9216 -2.1910 -0.1 0.0 0.0 -0.132
C 4.0634 3.1501 -1.9789 0.0 -0.3 0.0 -0.055
H 6.1320 2.0307 -0.3573 0.0 0.0 0.0 0.111
H 5.4059 0.4334 -0.6419 -0.1 0.0 0.1 0.127
H 5.8421 2.1100 -2.7805 0.0 0.0 0.0 0.121
H 4.3721 1.1384 -2.6859 0.0 0.0 0.0 0.119
H 4.6421 4.0703 -1.8806 0.0 0.0 0.0 0.140
H 3.3076 3.2842 -2.7484 0.0 0.1 0.0 0.126
O -3.1370 2.0512 4.2295 0.1 -0.1 0.0 0.125
C -2.5170 2.5380 3.3327 -0.1 0.0 -0.1 -0.483
O -1.2219 2.9283 3.4785 0.1 0.0 0.0 0.014
C -0.7452 3.5454 2.2705 0.0 0.0 -0.2 -0.155
C -1.6542 3.0143 1.1669 0.0 0.0 0.0 -0.145
C -2.9726 2.8210 1.9125 0.3 -0.1 -0.1 -0.055
H -0.8132 4.6300 2.3726 0.0 0.0 0.0 0.132
H 0.2984 3.2747 2.1355 0.0 0.1 0.1 0.098
H -1.7105 3.6823 0.3106 0.0 0.0 0.0 0.118
H -1.2894 2.0455 0.8143 0.0 0.0 0.0 0.095
H -3.5810 3.7267 1.9252 0.0 0.0 0.0 0.138
H -3.5736 1.9965 1.5374 -0.1 0.1 0.0 0.112
O -6.9091 -3.0984 2.5921 0.0 -0.1 -0.1 0.118
C -7.8423 -3.4279 1.9173 -0.1 0.1 0.2 -0.482
O -7.8702 -3.2234 0.5799 0.0 0.0 -0.1 0.010
C -9.1486 -3.6120 0.0384 -0.1 0.0 0.0 -0.143
C -9.7228 -4.5983 1.0489 0.0 0.0 0.1 -0.147
C -9.1379 -4.0772 2.3597 0.0 -0.2 -0.2 -0.070
H -9.7613 -2.7143 -0.0617 0.0 0.0 0.0 0.129
H -8.9833 -4.0393 -0.9470 0.1 0.0 0.0 0.126
H -10.8092 -4.6391 1.0280 0.0 0.0 0.0 0.117
H -9.3416 -5.5998 0.8460 0.0 0.0 0.0 0.119
H -9.7621 -3.3054 2.8136 0.0 0.0 0.0 0.135
H -8.9395 -4.8506 3.0962 0.0 0.1 0.1 0.127
O 6.7945 3.8222 1.3104 0.0 0.0 0.0 0.134
C 6.3073 3.0611 2.0895 -0.2 0.1 -0.1 -0.488
O 6.8557 1.8415 2.3477 0.0 0.0 0.0 0.024
C 6.0051 1.0910 3.2200 -0.1 -0.1 0.1 -0.165
C 5.1522 2.1277 3.9472 0.0 0.1 0.0 -0.148
C 5.0322 3.2225 2.8925 0.1 -0.1 0.3 -0.058
H 5.3996 0.4166 2.6064 0.0 0.0 0.0 0.109
H 6.6338 0.4990 3.8836 0.1 0.0 0.0 0.124
H 4.1929 1.7349 4.2833 0.0 0.0 0.0 0.091
H 5.6860 2.5059 4.8198 0.0 0.0 0.0 0.123
H 4.1910 3.0516 2.2197 0.0 0.1 0.0 0.106
H 4.9647 4.2254 3.3043 0.0 0.0 -0.1 0.134
```
Positions in Å, forces in eV/Å.

As for the spin multiplicity: 1. As for the net charge: +1. For the LUMO energy, the calculation gives -2.61 eV.

=====

[2]
This record from the OMol25 dataset describes C34H56InN2O6Se as an isolated structure. The level of theory is ωB97M-V/def2-TZVPD.

```
100
Properties=species:S:1:pos:R:3:forces:R:3:lowdin_charge:R:1
In -0.0351 0.1341 0.1527 0.2 -0.4 0.2 0.909
C 4.9698 4.3554 3.7865 0.0 0.0 0.0 -0.058
C 4.2141 3.4135 4.7247 0.0 0.0 0.0 -0.554
C 3.3338 4.2600 5.6554 0.0 0.0 0.0 -0.038
C 5.2402 2.6338 5.5598 0.0 0.0 0.0 -0.041
C 3.3363 2.4313 3.9540 0.0 -0.1 0.1 -0.158
C 3.2194 2.4321 2.5774 0.0 0.0 -0.1 -0.048
C 2.4174 1.4915 1.9483 -0.1 -0.1 -0.1 -0.383
Se 2.3010 1.5221 0.0310 0.1 0.0 -0.2 1.238
C 1.2827 3.1319 -0.2367 0.0 -0.1 0.0 -0.380
C 1.9524 4.3396 -0.1511 0.0 -0.1 0.0 -0.068
C 1.2666 5.5353 -0.2998 -0.1 0.0 0.0 -0.159
C -0.1024 5.4390 -0.5198 0.1 0.0 0.0 0.030
C -0.8130 4.2435 -0.6156 -0.1 -0.1 -0.1 -0.075
C -0.0962 3.0355 -0.5126 0.1 0.3 0.0 -0.328
O -0.7099 1.8611 -0.7053 0.0 -0.5 0.2 -0.205
C -2.3334 4.3582 -0.8444 0.0 0.0 0.0 -0.523
C -2.5841 5.0673 -2.1848 0.0 0.0 0.0 -0.038
C -2.9350 5.1898 0.3021 0.0 0.0 0.0 -0.042
C -3.1035 3.0316 -0.8785 0.0 0.0 0.0 -0.065
C 2.0164 6.8635 -0.2255 0.0 0.0 0.0 -0.555
C 3.0619 6.9168 -1.3490 0.0 0.0 0.0 -0.041
C 2.7256 6.9715 1.1324 0.0 0.0 0.0 -0.044
C 1.0810 8.0633 -0.3787 0.0 0.0 0.0 -0.061
C 1.6886 0.5066 2.6333 0.1 0.1 0.2 -0.329
O 0.9652 -0.4078 1.9679 -0.2 0.4 -0.3 -0.257
C 1.7711 0.5213 4.0451 0.0 -0.1 0.0 -0.074
C 2.6003 1.4654 4.6380 0.0 0.1 0.0 0.020
C 1.0186 -0.4220 5.0028 0.0 0.0 0.0 -0.519
C 2.0324 -1.2381 5.8202 -0.1 0.0 0.0 -0.036
C 0.0759 -1.4185 4.3229 0.0 0.0 0.0 -0.055
C 0.1551 0.4330 5.9478 0.0 0.0 0.0 -0.037
H 5.6082 5.0173 4.3729 0.0 0.0 0.0 0.090
H 4.2826 4.9810 3.2130 0.0 0.0 0.0 0.070
H 5.6090 3.8034 3.0942 0.0 0.0 0.0 0.091
H 3.9482 4.9783 6.2021 0.0 0.0 0.0 0.089
H 2.8112 3.6412 6.3864 0.0 0.0 0.0 0.078
H 2.5872 4.8125 5.0816 0.0 0.0 0.0 0.090
H 5.9046 3.3272 6.0790 0.0 0.0 0.0 0.088
H 5.8471 1.9885 4.9221 0.0 0.0 0.0 0.093
H 4.7575 2.0096 6.3130 0.0 0.0 0.0 0.077
H 3.7457 3.1575 1.9733 0.0 0.0 0.0 0.092
H 3.0207 4.3353 0.0257 0.0 0.0 0.0 0.102
H -0.6625 6.3563 -0.6286 0.0 0.0 0.0 0.095
H -2.1707 6.0758 -2.1988 0.0 0.0 0.0 0.079
H -3.6572 5.1426 -2.3734 0.0 0.0 0.0 0.088
H -2.1310 4.5042 -3.0031 0.0 0.0 0.0 0.092
H -2.5341 6.2023 0.3355 0.0 0.0 0.0 0.077
H -2.7328 4.7141 1.2639 0.0 0.0 0.0 0.092
H -4.0174 5.2652 0.1781 0.0 0.0 0.0 0.087
H -2.7781 2.3944 -1.6992 0.0 0.0 0.0 0.080
H -4.1627 3.2598 -1.0175 0.0 0.0 0.0 0.088
H -2.9907 2.4766 0.0540 0.0 0.0 0.0 0.079
H 3.7819 6.1014 -1.2643 0.0 0.0 0.0 0.079
H 3.6133 7.8582 -1.3052 0.0 0.0 0.0 0.088
H 2.5808 6.8464 -2.3262 0.0 0.0 0.0 0.092
H 3.4689 6.1821 1.2577 0.0 0.0 0.0 0.063
H 2.0067 6.8988 1.9510 0.0 0.0 0.0 0.093
H 3.2421 7.9301 1.2123 0.0 0.0 0.0 0.089
H 0.5778 8.0581 -1.3476 0.0 0.0 0.0 0.088
H 1.6604 8.9850 -0.3123 0.0 0.0 0.0 0.089
H 0.3271 8.0869 0.4108 0.0 0.0 0.0 0.089
H 2.6747 1.4590 5.7178 0.0 0.0 0.0 0.104
H 2.6638 -1.8332 5.1575 0.0 0.0 0.0 0.093
H 1.5069 -1.9168 6.4959 0.0 0.0 0.0 0.089
H 2.6815 -0.6039 6.4225 0.0 0.0 0.0 0.080
H 0.6238 -2.1229 3.6949 0.0 0.0 0.0 0.081
H -0.6597 -0.8951 3.7140 0.1 0.0 0.1 0.064
H -0.4510 -1.9832 5.0949 0.0 0.0 0.0 0.096
H 0.7614 1.0679 6.5929 0.0 0.0 0.0 0.080
H -0.4517 -0.2100 6.5892 0.0 0.0 0.0 0.088
H -0.5127 1.0802 5.3746 0.0 0.0 0.0 0.091
C -3.8141 -0.3771 3.2161 -0.1 0.1 0.1 0.017
O -3.0517 -1.5248 2.7822 0.0 0.0 0.0 0.015
C -2.1187 -1.2963 1.8892 -0.1 -0.1 0.0 -0.581
O -1.9216 -0.1952 1.3745 0.3 0.1 -0.1 0.035
N -1.4428 -2.4284 1.5760 -0.1 0.0 0.0 0.069
N -0.2517 -2.3115 0.8556 0.0 0.0 -0.2 0.063
H -4.5577 -0.7698 3.8996 0.0 0.0 0.0 0.105
H -4.2891 0.1081 2.3673 0.0 0.0 0.0 0.101
H -3.1619 0.3291 3.7256 0.0 0.0 0.0 0.102
H -1.5636 -3.2154 2.1986 0.0 0.1 0.0 0.174
H -0.1774 -3.0815 0.2025 -0.1 0.0 0.0 0.115
H 0.5424 -2.2932 1.5018 -0.1 0.1 -0.2 0.096
C 1.8162 -2.2881 -1.9201 -0.2 0.2 0.0 -0.056
O 0.9865 -1.1258 -1.9074 0.1 0.4 0.5 -0.277
C 0.0932 -0.9879 -3.0118 -0.1 -0.1 0.3 -0.152
C -1.2570 -1.5147 -2.5998 -0.1 0.0 -0.1 -0.169
O -1.7441 -0.6920 -1.5413 0.4 -0.1 0.0 -0.246
C -3.1365 -0.8716 -1.2953 0.0 0.1 0.0 -0.051
H 2.4995 -2.2435 -2.7676 0.0 0.0 0.0 0.105
H 1.2204 -3.2027 -1.9813 0.0 0.0 0.0 0.094
H 2.3911 -2.2838 -0.9952 0.0 0.0 0.0 0.101
H 0.4794 -1.5094 -3.8878 0.0 0.0 0.0 0.143
H 0.0129 0.0790 -3.2232 0.1 0.0 0.0 0.145
H -1.1785 -2.5562 -2.2613 -0.1 0.0 0.0 0.134
H -1.9471 -1.4830 -3.4468 0.0 0.0 0.0 0.142
H -3.6963 -0.7284 -2.2208 0.0 0.0 0.0 0.107
H -3.4322 -0.1127 -0.5783 0.0 0.0 0.0 0.086
H -3.3399 -1.8699 -0.8965 0.0 0.0 0.0 0.103
```
Positions in Å, forces in eV/Å.

As for the spin multiplicity: 1. As for the net charge: +1. For the LUMO energy, the calculation gives -2.44 eV.

=====

> Look up the LUMO energy of the second one.

-2.44 eV

=====

> spin multiplicity of number 2 (C34H56InN2O6Se)?

1

=====

> Among the records above, which one has the highest LUMO energy?

C34H56InN2O6Se